5
Properties=species:S:1:pos:R:3:mulliken_charge:R:1 method="wB97M-V/def2-TZVPD" multiplicity=3 gap_ev="8.37 / 8.24" s2=2.351 homo_ha="-0.3257 / -0.3317" de_lowest_kj_mol=252.7
Cl 1.103 1.863 0.494 -0.0109
F -2.840 0.608 0.579 -0.0673
N -2.309 1.610 -0.087 0.0077
C 0.076 0.792 -0.136 -0.1639
H 0.131 -0.227 0.241 0.2344